The following is a DFT calculation (wB97M-V/def2-TZVPD) of a molecular structure, C29H30AuBN10O2 in a non-equilibrium geometry.

Summary:
Spin multiplicity = 2
Net charge = +3
E_HOMO (spin up / spin down) = -16.69 / -16.69 eV
Energy above the lowest of the compared OMol25 structures with the same formula, charge and spin = 1.5887 eV
Lowest unoccupied orbital energy (spin up / spin down) = -12.15 / -12.15 eV
Orbital gap (spin up / spin down) = 4.54 / 4.54 eV
Total energy = -1980.69639 a.u.

Geometry (Å):
Au1 1.5669 0.0369 0.1257
C1 0.7672 -3.2181 -1.2858
C2 -0.2349 -2.6237 -0.3819
C3 -1.5007 -3.1382 -0.0494
C4 -2.0489 -2.2323 0.8346
N1 -1.1727 -1.2307 1.0099
N2 -0.0656 -1.4870 0.2854
B1 -1.2202 0.0240 1.8870
N3 0.0034 -0.0230 2.8091
C5 -0.0194 -0.1819 4.1479
C6 1.2716 -0.1957 4.6058
C7 2.0747 -0.0465 3.4549
C8 3.5450 0.0214 3.4557
N4 1.2796 0.0466 2.3846
N5 -1.1383 1.2740 0.9918
C9 -2.0683 2.2162 0.7538
C10 -1.5464 3.1315 -0.1335
C11 -0.2470 2.6812 -0.4161
C12 0.7425 3.3111 -1.3130
N6 -0.0361 1.5710 0.2834
N7 -2.4796 0.1285 2.7443
C13 -2.7436 1.1912 3.5987
C14 -3.9135 0.9276 4.2405
C15 -4.3357 -0.3388 3.7292
C16 -5.4976 -1.1347 4.0734
N8 -3.4202 -0.7675 2.8217
H1 0.5644 -4.2805 -1.4089
H2 0.7180 -2.7595 -2.2752
H3 1.7710 -3.0839 -0.8898
H4 -1.9228 -4.0596 -0.3933
H5 -2.9869 -2.2277 1.3526
H6 -0.9377 -0.2789 4.6893
H7 1.6141 -0.2933 5.6150
H8 3.9049 0.0160 4.4821
H9 3.9727 -0.8435 2.9480
H10 3.8890 0.9384 2.9769
H11 -3.0358 2.1894 1.2154
H12 -2.0129 4.0151 -0.5151
H13 0.4901 4.3607 -1.4506
H14 1.7449 3.2337 -0.9001
H15 0.7310 2.8384 -2.2963
H16 -2.0724 2.0232 3.6760
H17 -4.4201 1.5260 4.9690
H18 -6.1087 -0.6597 4.8352
H19 -6.1007 -1.3506 3.1821
H20 -5.1874 -2.1376 4.3976
O1 -4.3767 0.0448 -4.9989
C17 -3.1795 0.0122 -5.5233
O2 -2.9795 -0.0267 -6.7033
C18 -1.9758 0.0218 -4.5809
C19 -0.7162 0.0382 -5.1796
C20 0.4249 0.0428 -4.4113
C21 0.3526 0.0328 -3.0071
C22 -0.9176 0.0152 -2.4214
C23 -2.0652 0.0064 -3.1939
N9 1.4869 0.0330 -2.1935
C24 2.6736 0.0262 -2.6788
C25 3.8608 0.0278 -1.8770
C26 5.1141 0.0118 -2.4980
C27 6.2639 0.0299 -1.7206
C28 6.1187 0.0635 -0.3424
C29 4.8330 0.0714 0.1996
N10 3.7339 0.0508 -0.5348
H21 -4.4522 0.0846 -4.0361
H22 -0.6518 0.0454 -6.2586
H23 1.3690 0.0539 -4.9327
H24 -1.0075 0.0055 -1.3495
H25 -3.0207 -0.0174 -2.6888
H26 2.8515 0.0209 -3.7534
H27 5.1764 -0.0107 -3.5772
H28 7.2408 0.0224 -2.1844
H29 6.9771 0.0881 0.3114
H30 4.6888 0.0994 1.2655

Atomic partial charges in e from the Löwdin method, atoms 1 to 5:
1. Au 1.31
2. C -0.01
3. C -0.32
4. C 0.04
5. C -0.02

The following is a DFT calculation (wB97M-V/def2-TZVPD) of a molecular structure, C29H30AuCl5O5 in a non-equilibrium geometry.

Summary:
Spin multiplicity = 3
Net charge = -2
E_HOMO (spin up / spin down) = -0.23 / -0.23 eV
Energy above the lowest of the compared OMol25 structures with the same formula, charge and spin = 0.7844 eV
Lowest unoccupied orbital energy (spin up / spin down) = 3.66 / 3.66 eV
Orbital gap (spin up / spin down) = 3.89 / 3.89 eV
Total energy = -3935.70682 a.u.

Geometry (Å):
C1 0.4147 -0.9657 -3.6517
C2 0.2428 -1.5154 -2.2462
C3 0.0741 0.4959 -3.6270
C4 -0.7723 0.7214 -2.3668
H1 -0.4650 0.7444 -4.5414
H2 0.9955 1.0856 -3.6459
C5 -0.8597 -0.7055 -1.5793
H3 1.1589 -1.3839 -1.6620
H4 0.0223 -2.5973 -2.2857
C6 -1.0862 -0.7461 -0.0169
H5 -1.7885 -1.1479 -1.9644
H6 -1.8181 0.9036 -2.6978
C7 -0.3643 2.0001 -1.7667
C8 1.8324 -1.1966 -4.1820
C9 -0.3746 -1.6799 -4.7587
O1 -0.9405 -1.1191 -5.6864
O2 2.8229 -1.3173 -3.4961
O3 1.8823 -1.2588 -5.5298
O4 -0.3187 -3.0159 -4.6983
C10 -0.9556 -3.6198 -5.8411
H7 -0.8119 -4.6903 -5.7125
H8 -0.4544 -3.2631 -6.7651
H9 -2.0054 -3.3469 -5.8807
C11 3.2099 -1.4490 -6.0647
H10 3.8773 -0.6375 -5.7477
H11 3.0971 -1.4554 -7.1544
H12 3.6255 -2.4131 -5.7217
O5 -0.2469 0.1315 0.5027
H13 -0.7822 -1.7626 0.3955
H14 -2.1326 -0.5098 0.2254
C12 -1.4407 2.7297 -1.0507
C13 1.0633 2.1817 -1.4011
H15 1.5188 2.9034 -2.1573
H16 1.6821 1.2834 -1.4257
H17 1.2566 2.6312 -0.4151
H18 -1.1420 3.3022 -0.1204
H19 -2.2541 2.0730 -0.7364
H20 -1.8338 3.4732 -1.7983
Au1 -0.3921 1.3048 2.0429
C14 -2.3538 -0.7848 4.3737
C15 -2.6226 -0.8997 2.9844
C16 -2.3522 -2.2297 2.5885
H21 -2.9915 -0.1111 2.3572
C17 -1.8556 -2.9410 3.7374
C18 -1.8471 -2.0446 4.8332
H22 -1.5407 -2.2384 5.8449
H23 -2.5393 0.1001 4.9641
H24 -2.5223 -2.6328 1.6031
H25 -1.5578 -3.9835 3.7473
C19 2.5730 0.0648 2.6877
C20 2.2630 -0.8173 3.7422
C21 1.4741 -1.8879 3.2140
H26 2.6653 -0.7330 4.7361
C22 1.3004 -1.6642 1.8409
C23 1.9223 -0.4003 1.5182
H27 2.1561 -0.1122 0.5060
H28 3.0516 1.0462 2.8403
H29 1.1608 -2.7444 3.7923
H30 0.8309 -2.3472 1.1380
Cl1 0.2388 0.5834 5.3810
C24 0.0172 2.2119 4.8764
C25 -0.0433 2.5480 3.5391
C26 -0.1510 3.9004 3.2089
Cl2 0.0841 4.4567 1.5858
C27 -0.4572 4.8590 4.1870
Cl3 -0.8599 6.4424 3.7239
C28 -0.4419 4.5310 5.5449
Cl4 -0.7416 5.7204 6.7245
C29 -0.1877 3.1869 5.8822
Cl5 -0.2096 2.7526 7.5264

Atomic partial charges in e from the Löwdin method, atoms 1 to 5:
1. C -0.26
2. C -0.07
3. C -0.07
4. C -0.21
5. H 0.12

The following is a DFT calculation (wB97M-V/def2-TZVPD) of a molecular structure, C29H30BCaN7O4S2.

Summary:
Spin multiplicity = 1
Net charge = -2
E_HOMO = -1.68 eV
Energy above the lowest of the compared OMol25 structures with the same formula, charge and spin = 0.6037 eV
Lowest unoccupied orbital energy = 3.14 eV
Orbital gap = 4.82 eV
Total energy = -3306.39748 a.u.

Geometry (Å):
Ca1 -0.1721 -0.0666 -0.2639
C1 1.5176 2.5071 1.6904
N1 0.7399 1.4759 2.3675
C2 1.5897 0.5652 3.1296
C3 2.0576 -0.6568 2.3524
N2 0.9567 -1.4533 1.8235
C4 0.0250 -1.8232 2.8962
C5 1.3581 -2.5824 1.0323
C6 2.6907 -2.9874 0.9762
C7 3.0976 -4.0580 0.1899
C8 2.1502 -4.7506 -0.5470
C9 0.8254 -4.3525 -0.5079
C10 0.3809 -3.2608 0.2532
S1 -1.2943 -2.7667 0.1542
C11 -0.2959 2.0620 3.1858
C12 0.0700 2.7540 4.3374
C13 -0.8655 3.3277 5.1820
C14 -2.2115 3.2053 4.8479
C15 -2.5846 2.5278 3.7053
C16 -1.6506 1.9302 2.8284
S2 -2.2299 1.1086 1.4135
H1 1.9351 3.2403 2.3996
H2 0.8866 3.0365 0.9748
H3 2.3383 2.0423 1.1484
H4 1.0380 0.2400 4.0099
H5 2.4950 1.0763 3.4994
H6 2.6662 -1.2478 3.0621
H7 2.6884 -0.3518 1.5198
H8 0.5831 -2.2012 3.7692
H9 -0.6569 -2.5873 2.5367
H10 -0.5795 -0.9638 3.1860
H11 3.4422 -2.4565 1.5439
H12 4.1445 -4.3363 0.1560
H13 2.4434 -5.5847 -1.1752
H14 0.0862 -4.8576 -1.1167
H15 1.1244 2.8366 4.5825
H16 -0.5533 3.8552 6.0757
H17 -2.9717 3.6422 5.4870
H18 -3.6310 2.4301 3.4439
B1 -1.6631 -0.5363 -3.7165
N3 -0.2164 -1.0924 -3.5963
C17 0.5339 -1.6237 -4.5708
C18 1.7102 -2.0940 -4.0137
C19 1.5847 -1.7830 -2.6555
N4 0.4197 -1.1885 -2.4187
N5 -1.7152 0.9285 -3.1923
C20 -2.0451 2.0261 -3.8845
C21 -2.1148 3.0957 -3.0092
C22 -1.8103 2.5310 -1.7664
N6 -1.5698 1.2300 -1.8896
H19 -1.9557 -0.5199 -4.8963
H20 -2.4116 -1.2154 -3.0546
H21 0.1780 -1.6373 -5.5875
H22 2.5315 -2.5816 -4.5116
H23 2.2743 -1.9626 -1.8447
H24 -2.2159 1.9713 -4.9468
H25 -2.3522 4.1216 -3.2350
H26 -1.7653 2.9912 -0.7921
O1 1.5537 1.9693 -1.9167
C23 2.3782 1.3214 -1.2692
O2 2.1479 0.3529 -0.4893
C24 3.8372 1.7704 -1.3353
C25 4.8398 1.0305 -0.7138
C26 6.1565 1.4496 -0.7587
C27 6.4652 2.6258 -1.4309
C28 5.4798 3.3780 -2.0585
C29 4.1695 2.9414 -2.0094
N7 7.8581 3.0813 -1.4806
O3 8.1067 4.1304 -2.0578
O4 8.7078 2.4167 -0.9050
H27 4.5609 0.1190 -0.2020
H28 6.9484 0.8872 -0.2856
H29 5.7583 4.2860 -2.5735
H30 3.3708 3.4912 -2.4889

Atomic partial charges in e from the Löwdin method, atoms 1 to 5:
1. Ca 1.08
2. C -0.07
3. N -0.16
4. C -0.19
5. C -0.21

The following is a DFT calculation (wB97M-V/def2-TZVPD) of a molecular structure, C29H30BFeN8O3S in a non-equilibrium geometry.

Summary:
Spin multiplicity = 1
Net charge = -1
E_HOMO (spin up / spin down) = -4.24 / -4.26 eV
Lowest unoccupied orbital energy (spin up / spin down) = 2.46 / 2.46 eV
Orbital gap (spin up / spin down) = 6.70 / 6.72 eV
Total energy = -3473.77010 a.u.

Geometry (Å):
Fe1 -0.7968 0.1679 0.3263
C1 3.7765 3.5057 3.6323
C2 3.1254 2.3546 2.9161
C3 3.6914 1.7907 1.7830
C4 3.0409 0.7942 1.0754
C5 1.7966 0.3004 1.4707
N1 1.0533 -0.6355 0.7478
C6 1.6269 -1.8189 0.4392
C7 2.8874 -2.2494 0.9324
C8 3.4264 -3.4859 0.6477
C9 2.7589 -4.4241 -0.1308
C10 3.3227 -5.7924 -0.4019
C11 1.5062 -4.0505 -0.5918
C12 0.9609 -2.7971 -0.3473
N2 -0.3356 -2.5617 -0.8924
C13 -0.8131 -3.0816 -2.0413
C14 -2.1671 -2.8415 -2.0768
C15 -2.4235 -2.1386 -0.8951
N3 -1.3154 -1.9664 -0.1818
C16 1.2421 0.8722 2.6344
C17 1.8849 1.8840 3.3244
N4 -0.0395 0.4548 3.1004
C18 -0.4754 0.4771 4.3770
C19 -1.8106 0.1549 4.3712
C20 -2.1200 -0.0437 3.0185
N5 -1.0461 0.1340 2.2703
H1 4.7827 3.6832 3.2514
H2 3.8512 3.3226 4.7063
H3 3.1994 4.4221 3.4926
H4 4.6477 2.1582 1.4268
H5 3.5110 0.3731 0.1938
H6 3.4457 -1.5843 1.5739
H7 4.3967 -3.7346 1.0667
H8 4.3715 -5.8441 -0.1066
H9 3.2681 -6.0534 -1.4613
H10 2.7901 -6.5706 0.1519
H11 0.9072 -4.7640 -1.1463
H12 -0.1549 -3.5726 -2.7365
H13 -2.8573 -3.0887 -2.8636
H14 -3.3454 -1.7066 -0.5502
H15 1.3714 2.3669 4.1441
H16 0.2019 0.7067 5.1798
H17 -2.4671 0.0758 5.2186
H18 -3.0488 -0.3112 2.5457
C21 -2.1588 3.9042 0.4390
S1 -0.5380 3.4425 1.0004
O1 0.3765 4.4426 0.4851
O2 -0.6457 3.3685 2.4479
O3 -0.2501 2.1254 0.3683
H19 -2.3916 4.8589 0.9055
H20 -2.8770 3.1532 0.7510
H21 -2.1614 3.9979 -0.6437
B1 -5.2517 1.4814 -0.5338
C22 -3.8128 0.9515 -0.1707
N6 -2.7771 0.5311 0.1188
H22 -5.9250 1.4201 0.4721
H23 -5.1314 2.6196 -0.9325
H24 -5.6832 0.7492 -1.4065
N7 1.0830 0.7399 -3.2605
C23 0.8510 0.6129 -1.9312
N8 -0.4074 0.4081 -1.6508
C24 -1.0695 0.4133 -2.8782
C25 -2.4199 0.2889 -3.2070
C26 -2.7694 0.3485 -4.5413
C27 -1.8136 0.5266 -5.5507
C28 -0.4742 0.6658 -5.2477
C29 -0.1309 0.6149 -3.9020
H25 1.9750 0.9337 -3.6760
H26 1.6263 0.7006 -1.1889
H27 -3.1730 0.1630 -2.4479
H28 -3.8144 0.2672 -4.8105
H29 -2.1333 0.5682 -6.5842
H30 0.2694 0.8207 -6.0190

Atomic partial charges in e from the Löwdin method, atoms 1 to 5:
1. Fe 0.45
2. C -0.05
3. C -0.27
4. C -0.04
5. C -0.05

The following is a DFT calculation (wB97M-V/def2-TZVPD) of a molecular structure, C29H30F5N4O5PRuSSeTe.

Summary:
Spin multiplicity = 1
Net charge = +2
E_HOMO = -13.04 eV
Energy above the lowest of the compared OMol25 structures with the same formula, charge and spin = 0.4243 eV
Lowest unoccupied orbital energy = -6.10 eV
Orbital gap = 6.94 eV
Total energy = -5721.16163 a.u.

Geometry (Å):
Ru1 -0.6737 0.2596 -0.3744
O1 0.5110 -1.6272 6.1156
C1 0.5358 -0.2605 5.7804
C2 0.2502 -0.1157 4.3139
C3 0.2773 1.1367 3.7106
C4 0.0325 1.2401 2.3591
N1 -0.2391 0.1703 1.6063
C5 -0.2862 -1.0472 2.1773
C6 -0.0430 -1.2205 3.5266
C7 -0.5843 -2.1532 1.2422
C8 -0.6829 -3.4776 1.6305
C9 -0.9183 -4.4572 0.6766
C10 -1.0139 -5.9054 1.0633
O2 -1.1287 -5.9885 2.4640
C11 -1.0382 -4.0619 -0.6516
C12 -0.9387 -2.7248 -0.9682
N2 -0.7343 -1.7789 -0.0435
H1 0.6538 -1.7312 7.0615
H2 1.5140 0.1907 5.9852
H3 -0.2151 0.3102 6.3389
H4 0.4991 2.0286 4.2816
H5 0.0433 2.1904 1.8409
H6 -0.0685 -2.1985 3.9821
H7 -0.5862 -3.7664 2.6659
H8 -0.1123 -6.4149 0.7018
H9 -1.8729 -6.3537 0.5531
H10 -1.1620 -6.9125 2.7312
H11 -1.2095 -4.7836 -1.4394
H12 -1.0219 -2.3825 -1.9906
N3 2.2300 2.3951 -1.6799
C13 2.2748 1.4692 -0.7334
S1 1.5139 -0.0719 -1.0792
N4 2.9349 1.7706 0.3804
C14 3.2588 1.0356 1.5678
C15 3.5951 1.8216 2.6656
C16 3.9687 1.2269 3.8588
C17 3.9962 -0.1563 3.9640
C18 3.6671 -0.9317 2.8624
C19 3.3086 -0.3484 1.6540
H13 1.6428 2.2321 -2.4847
H14 2.6548 3.3050 -1.5784
H15 3.2919 2.7172 0.4215
H16 3.5759 2.9033 2.5857
H17 4.2476 1.8473 4.7001
H18 4.2997 -0.6275 4.8894
H19 3.7151 -2.0108 2.9289
H20 3.0917 -0.9654 0.7980
C20 -3.4872 5.1611 -3.0308
C21 -3.8860 3.8370 -2.4402
O3 -2.9709 3.5212 -1.3287
P1 -2.1496 2.2437 -1.0594
O4 -0.7766 2.4712 -0.5063
Te1 -1.9085 0.6086 -2.8803
O5 -2.8759 1.3064 0.0185
C22 -4.2591 0.8218 -0.1042
C23 -4.2653 -0.6720 0.0805
H21 -4.1385 5.3798 -3.8772
H22 -2.4582 5.1357 -3.3893
H23 -3.5895 5.9617 -2.3011
H24 -3.8317 3.0255 -3.1684
H25 -4.8797 3.8577 -1.9990
H26 -4.6531 1.1176 -1.0791
H27 -4.8202 1.3378 0.6713
H28 -3.6639 -1.1685 -0.6845
H29 -5.2867 -1.0445 0.0041
H30 -3.8751 -0.9397 1.0626
F1 3.6174 -1.4252 -6.7795
C24 2.7099 -0.6566 -6.2113
C25 3.0408 0.6285 -5.8069
F2 4.2677 1.0871 -5.9834
C26 2.0785 1.4183 -5.2059
F3 2.4139 2.6465 -4.7943
C27 0.7820 0.9666 -5.0042
Se1 -0.4242 2.2098 -4.1926
C28 0.4772 -0.3161 -5.4206
F4 -0.7646 -0.8044 -5.2511
C29 1.4229 -1.1327 -6.0125
F5 1.0994 -2.3604 -6.3885

Atomic partial charges in e from the Löwdin method, atoms 1 to 5:
1. Ru 0.67
2. O -0.04
3. C -0.20
4. C -0.15
5. C 0.02

The following is a DFT calculation (wB97M-V/def2-TZVPD) of a molecular structure, C29H30F6N3O6S6SeSiTeTl.

Summary:
Spin multiplicity = 1
Net charge = -2
E_HOMO = -2.22 eV
Lowest unoccupied orbital energy = 3.85 eV
Orbital gap = 6.07 eV
Total energy = -7858.72605 a.u.

Geometry (Å):
Tl1 0.3522 0.7089 0.3927
O1 0.1850 -2.2771 -3.1716
C1 -0.4139 -1.5257 -4.1285
C2 -0.8497 -2.1173 -5.3134
C3 -1.4225 -1.3549 -6.3140
C4 -1.5596 0.0156 -6.1387
C5 -1.1264 0.5960 -4.9593
C6 -0.5542 -0.1492 -3.9278
C7 -0.1269 0.5529 -2.6686
O2 0.0133 -0.1538 -1.6110
N1 0.0640 1.8389 -2.8170
N2 0.5922 2.4094 -1.6762
C8 0.5034 3.6718 -1.6350
S1 1.3574 4.6114 -0.4269
C9 0.1306 5.9324 -0.4917
C10 -0.1604 6.2057 -1.9595
S2 -0.4415 4.6185 -2.7967
H1 0.1687 -3.2091 -3.4131
H2 -0.7337 -3.1897 -5.4324
H3 -1.7604 -1.8320 -7.2262
H4 -2.0121 0.6274 -6.9086
H5 -1.2350 1.6587 -4.7958
H6 0.5383 6.8102 0.0107
H7 -0.7635 5.5888 0.0336
H8 0.6788 6.7253 -2.4241
H9 -1.0637 6.8058 -2.0792
S3 2.8496 1.1911 0.4538
C11 3.2094 0.6003 2.0743
C12 4.4608 0.9506 2.5987
C13 4.8830 0.5505 3.8533
C14 4.0354 -0.2213 4.6377
C15 2.7893 -0.5669 4.1476
C16 2.3420 -0.1784 2.8759
S4 0.7199 -0.7272 2.4528
H10 5.1099 1.5612 1.9819
H11 5.8608 0.8466 4.2156
H12 4.3362 -0.5473 5.6267
H13 2.1189 -1.1600 4.7590
F1 -5.7326 0.2328 1.4531
C17 -4.5437 0.7847 1.1600
F2 -4.6529 2.1019 1.3572
F3 -3.6471 0.2877 2.0059
S5 -4.0853 0.4405 -0.5970
O3 -2.7267 0.8744 -0.7407
O4 -5.1155 1.1100 -1.3374
N3 -4.3090 -1.1128 -0.7024
S6 -3.3051 -2.2191 -0.2037
O5 -3.9145 -3.0855 0.7656
O6 -1.9466 -1.8074 0.0041
C18 -3.2655 -3.2628 -1.7300
F4 -4.4001 -3.9641 -1.8726
F5 -3.0981 -2.5385 -2.8343
F6 -2.2562 -4.1434 -1.6490
C19 1.7833 3.7704 3.1323
Si1 -0.0222 3.3102 3.3567
C20 -0.1572 2.0965 4.7777
C21 -0.9510 4.8721 3.8747
Se1 -1.1129 2.6490 1.4979
H14 2.2989 3.7400 4.0975
H15 1.8819 4.7758 2.7159
H16 2.2872 3.0812 2.4527
H17 0.1986 2.5603 5.7041
H18 0.4393 1.2046 4.5821
H19 -1.1932 1.7797 4.9117
H20 -0.4464 5.3711 4.7083
H21 -1.9705 4.6286 4.1818
H22 -1.0131 5.5732 3.0390
C22 3.5765 -3.5102 0.1561
Te1 1.7651 -2.7113 -0.6741
C23 3.1411 -1.8662 -2.0647
C24 4.2905 -2.8326 -2.1302
C25 5.1227 -2.9432 -3.2373
C26 6.1696 -3.8571 -3.2509
C27 6.3951 -4.6634 -2.1458
C28 5.5703 -4.5534 -1.0325
C29 4.5156 -3.6497 -1.0147
H23 3.3929 -4.4650 0.6458
H24 3.9722 -2.8104 0.8956
H25 3.4551 -0.9030 -1.6546
H26 2.6569 -1.6995 -3.0243
H27 4.9400 -2.3129 -4.1003
H28 6.8023 -3.9426 -4.1266
H29 7.2056 -5.3827 -2.1506
H30 5.7389 -5.1873 -0.1688

Atomic partial charges in e from the Löwdin method, atoms 1 to 5:
1. Tl 0.28
2. O -0.06
3. C -0.26
4. C -0.04
5. C -0.11